[1]
DFT (ωB97M-V/def2-TZVPD) results for a molecular structure, C21H33Cl2N4NdO3.

Geometry as ORCA input:
```
! wB97M-V def2-TZVPD RIJCOSX def2/J DEFGRID3
* xyz 0 4
O 0.56 -1.39 1.26
C 0.51 -2.55 0.61
C 1.89 -3.21 0.49
C 3.05 -2.47 0.26
H 2.99 -1.39 0.09
C 4.30 -3.12 0.22
H 5.20 -2.53 0.07
C 4.36 -4.51 0.34
H 5.33 -5.03 0.30
C 3.18 -5.25 0.52
H 3.21 -6.34 0.58
C 1.96 -4.59 0.60
H 1.02 -5.14 0.75
H -0.14 -3.29 1.13
C -1.77 -2.38 -0.75
C -0.27 -2.33 -0.83
H -2.18 -3.23 -1.32
H -2.24 -1.46 -1.14
H -2.10 -2.51 0.29
C 0.43 -2.54 -1.97
C -0.17 -3.02 -3.26
H 1.53 -2.48 -1.98
H 0.08 -4.09 -3.44
H 0.23 -2.44 -4.09
H -1.27 -2.93 -3.26
Nd -0.05 0.29 -0.83
Cl 2.52 0.65 -1.42
Cl -1.10 0.22 -3.27
C 0.07 3.12 -2.28
O -0.51 2.64 -1.25
N -0.34 4.19 -2.94
C -1.38 5.06 -2.40
C 0.13 4.49 -4.29
H 0.96 2.61 -2.68
H -1.69 4.70 -1.42
H -2.23 5.08 -3.09
H -0.97 6.08 -2.33
H 0.83 3.71 -4.58
H 0.61 5.47 -4.32
H -0.72 4.51 -4.99
H -5.05 1.53 1.61
H -4.23 0.66 4.09
C -4.71 0.52 1.33
C -3.81 -0.20 3.54
N -3.56 0.14 2.15
H -4.42 0.52 0.28
C -2.34 0.14 1.63
O -2.11 0.45 0.43
H -2.85 -0.49 4.00
H -1.52 -0.16 2.31
H -5.52 -0.19 1.51
H -4.52 -1.04 3.61
C 3.00 0.96 2.08
C 1.78 1.78 2.26
N 0.66 1.79 1.54
C -0.16 2.76 2.12
C 0.47 3.32 3.20
N 1.70 2.68 3.27
H 3.43 1.16 1.09
H 3.71 1.24 2.87
H 2.74 -0.10 2.15
H -1.13 2.99 1.70
H 0.15 4.07 3.90
H 2.44 2.86 3.95
*
```

Values from the calculation:
* total energy: -74742.121 eV
* strongest force on any atom: 3.19 eV/Å
* energy relative to the best compared isomer or geometry (same formula, charge and spin): 0.489 eV
* orbital gap (alpha / beta): 7.7 / 7.7 eV
* highest occupied orbital energy (alpha / beta): -7.4 / -7.4 eV



[2]
DFT (ωB97M-V/def2-TZVPD) results for H2S in the gas phase.

Geometry as ORCA input:
```
! wB97M-V def2-TZVPD RIJCOSX def2/J DEFGRID3
* xyz 0 1
S 0.50 -0.31 0.17
H 0.30 0.84 -0.48
H -0.81 -0.53 0.31
*
```

Values from the calculation:
* SMILES: S
* total energy: -10867.514 eV
* strongest force on any atom: 0.06 eV/Å
* energy relative to the best compared isomer or geometry (same formula, charge and spin): 0.000 eV
* orbital gap: 10.9 eV
* highest occupied orbital energy: -9.8 eV



[3]
DFT (ωB97M-V/def2-TZVPD) results for 3 unconnected molecules or ions with the total composition C22H45FN8O2P2.

Geometry as ORCA input:
```
! wB97M-V def2-TZVPD RIJCOSX def2/J DEFGRID3
* xyz 0 1
C -2.05 -4.24 -2.12
C -1.84 -2.80 -2.80
F -0.90 -2.93 -3.92
C -1.12 -1.85 -1.73
C 0.41 -2.08 -1.47
C 1.11 -1.14 -0.47
C 0.37 0.03 0.30
N 1.17 0.84 1.18
C 0.36 1.84 1.79
C -1.17 2.02 1.59
N -1.96 1.20 0.71
C -1.15 0.21 0.06
C -1.89 -0.74 -0.97
H -1.32 -4.98 -2.61
H -1.83 -4.14 -1.01
H -3.14 -4.55 -2.28
H -2.82 -2.29 -3.14
H 0.97 -2.91 -2.00
H 2.23 -1.32 -0.29
H 0.90 2.58 2.49
H -1.68 2.87 2.16
H -3.01 -0.62 -1.18
C 4.30 -7.50 -3.12
N 3.91 -6.11 -3.15
C 3.04 -5.85 -4.29
P 4.72 -4.72 -2.53
O 3.42 -4.16 -1.93
N 5.40 -5.00 -0.96
C 5.27 -6.28 -0.26
C 5.09 -3.96 0.03
N 6.24 -5.27 -3.25
C 6.35 -5.17 -4.70
C 7.34 -6.01 -2.66
H 5.12 -7.73 -3.81
H 3.47 -8.15 -3.40
H 4.58 -7.85 -2.13
H 3.61 -5.70 -5.21
H 2.43 -4.96 -4.13
H 2.33 -6.67 -4.47
H 4.22 -6.57 -0.13
H 5.73 -6.24 0.73
H 5.81 -7.08 -0.77
H 4.09 -4.07 0.45
H 5.17 -2.97 -0.41
H 5.81 -3.99 0.86
H 6.06 -6.10 -5.19
H 7.37 -4.92 -5.01
H 5.71 -4.37 -5.08
H 7.12 -7.07 -2.57
H 7.63 -5.62 -1.68
H 8.25 -5.93 -3.27
C -4.26 6.52 0.98
N -4.40 5.53 2.03
C -4.99 4.31 1.48
P -4.58 5.73 3.72
O -3.54 4.62 3.99
N -3.52 6.95 4.35
C -2.59 7.70 3.50
C -2.76 6.55 5.53
N -5.79 6.99 3.45
C -7.10 6.54 2.98
C -5.66 8.43 3.43
H -5.19 7.06 0.77
H -3.94 6.06 0.04
H -3.48 7.25 1.18
H -6.08 4.39 1.42
H -4.75 3.45 2.11
H -4.61 4.07 0.49
H -1.91 7.04 2.96
H -1.99 8.39 4.09
H -3.11 8.35 2.80
H -1.89 5.93 5.28
H -3.39 5.97 6.22
H -2.40 7.42 6.09
H -7.17 6.58 1.89
H -7.91 7.14 3.39
H -7.29 5.51 3.29
H -5.24 8.78 2.48
H -5.06 8.81 4.26
H -6.63 8.92 3.54
*
```

Values from the calculation:
* SMILES: C[C@H](F)c1ccc2nccnc2c1.CN(C)P(=O)(N(C)C)N(C)C.CN(C)P(=O)(N(C)C)N(C)C
* total energy: -60842.953 eV
* strongest force on any atom: 8.15 eV/Å
* orbital gap: 6.8 eV
* highest occupied orbital energy: -7.9 eV



[4]
DFT (ωB97M-V/def2-TZVPD) results for a molecular structure, C3H24ClN6O13.

Geometry as ORCA input:
```
! wB97M-V def2-TZVPD RIJCOSX def2/J DEFGRID3
* xyz -1 1
Cl -0.62 0.10 -0.56
O 0.17 0.19 -1.73
O -1.54 -1.05 -0.66
O 0.26 -0.05 0.59
O -1.38 1.31 -0.41
O -1.06 1.87 -2.72
H -1.08 2.76 -2.36
H -0.93 1.31 -1.96
O -3.47 2.04 0.21
H -2.73 1.64 0.66
H -3.79 1.36 -0.38
O 0.08 0.62 -3.93
H 0.78 0.58 -4.58
H 0.52 0.50 -3.09
O 0.63 -2.65 -0.40
H 0.16 -1.85 -0.63
H 1.30 -2.37 0.22
O 0.92 -0.64 2.47
H 0.52 -0.43 1.63
H 0.20 -1.00 3.00
O -2.41 -0.70 1.77
H -1.85 -0.23 1.16
H -3.29 -0.59 1.42
C 3.05 0.50 0.91
O 2.77 0.30 2.05
N 4.24 0.76 0.42
N 2.13 0.62 0.02
H 4.34 0.86 -0.58
H 5.02 1.02 1.00
H 1.22 0.40 0.39
H 2.29 0.41 -0.96
C -1.96 -3.87 -0.62
O -3.13 -3.77 -0.84
N -1.45 -4.73 0.27
N -1.03 -3.11 -1.16
H -2.00 -5.55 0.50
H -0.49 -4.74 0.59
H -0.10 -3.25 -0.79
H -1.25 -2.37 -1.81
C 0.40 2.57 1.64
O -0.13 1.71 2.32
N 0.29 2.70 0.32
N 1.09 3.57 2.18
H -0.18 2.01 -0.26
H 0.78 3.45 -0.14
H 1.15 3.53 3.19
H 1.59 4.24 1.62
*
```

Values from the calculation:
* total energy: -51561.964 eV
* strongest force on any atom: 14.70 eV/Å
* energy relative to the best compared isomer or geometry (same formula, charge and spin): 14.804 eV
* orbital gap: 8.1 eV
* highest occupied orbital energy: -5.5 eV